1.
Computed, not measured: a structure of composition C27H35MnN6OSi2, with ωB97M-V with the def2-TZVPD basis set.

The geometry in XYZ format:
```
72
Properties=species:S:1:pos:R:3:lowdin_charge:R:1
Mn -0.930 -0.177 -0.518 0.565
C -0.591 3.985 -1.699 -0.035
C -1.050 2.597 -1.379 -0.302
N -0.240 1.629 -0.990 -0.044
N 1.117 1.864 -0.916 0.092
C 1.701 0.720 -0.699 -0.438
O 1.055 -0.392 -0.621 -0.150
C 3.168 0.676 -0.501 -0.129
C 3.993 1.726 -0.897 -0.035
C 5.361 1.655 -0.687 -0.100
C 5.916 0.539 -0.072 -0.111
C 5.095 -0.504 0.333 -0.086
C 3.726 -0.440 0.118 -0.011
C -2.391 2.176 -1.457 -0.257
C -3.469 3.013 -1.815 -0.046
C -4.739 2.518 -1.882 -0.106
C -4.935 1.144 -1.597 -0.101
C -3.857 0.381 -1.238 -0.147
N -2.589 0.834 -1.135 0.011
H 0.493 4.031 -1.638 0.057
H -1.010 4.707 -0.993 0.080
H -0.905 4.282 -2.703 0.075
H 3.542 2.591 -1.366 0.104
H 5.998 2.472 -1.002 0.093
H 6.985 0.485 0.094 0.091
H 5.520 -1.371 0.824 0.098
H 3.069 -1.238 0.444 0.108
H -3.264 4.054 -2.028 0.100
H -5.572 3.155 -2.151 0.090
H -5.912 0.686 -1.657 0.085
H -3.993 -0.671 -1.036 0.080
C -1.131 0.664 4.321 -0.185
Si -0.797 1.190 2.527 0.406
C -2.326 2.151 2.018 -0.163
C 0.666 2.378 2.540 -0.166
N -0.587 -0.171 1.502 -0.083
C 0.146 -1.265 1.824 -0.303
C 0.999 -1.418 2.936 -0.047
C 1.710 -2.590 3.156 -0.124
C 1.608 -3.669 2.294 -0.130
C 0.778 -3.548 1.178 -0.067
C 0.085 -2.384 0.939 -0.214
N -0.717 -2.210 -0.245 -0.128
Si -0.155 -2.510 -1.913 0.497
C 1.616 -3.102 -1.963 -0.143
C -1.335 -3.849 -2.499 -0.172
C -0.426 -1.070 -3.097 -0.150
H -1.826 1.366 4.791 0.016
H -0.235 0.626 4.943 0.013
H -1.591 -0.327 4.336 0.029
H -2.459 2.997 2.700 0.026
H -3.217 1.520 2.085 0.032
H -2.269 2.541 1.004 0.003
H 0.401 3.314 3.042 0.020
H 0.986 2.609 1.522 0.006
H 1.522 1.946 3.067 0.020
H 1.132 -0.589 3.619 0.078
H 2.361 -2.651 4.021 0.091
H 2.153 -4.586 2.478 0.082
H 0.662 -4.380 0.492 0.107
H 2.049 -3.158 -0.967 0.014
H 2.223 -2.400 -2.537 0.037
H 1.677 -4.087 -2.432 0.031
H -1.223 -4.748 -1.889 0.028
H -1.177 -4.123 -3.546 0.023
H -2.366 -3.506 -2.383 0.027
H 0.406 -0.368 -3.132 0.037
H -1.350 -0.507 -2.921 0.029
H -0.543 -1.527 -4.086 0.040
N -2.972 -2.324 0.465 0.123
C -2.008 -1.651 0.015 -0.399
H -3.764 -1.714 0.666 0.030
```

Properties
- multiplicity = 2
- expectation value of S² = 0.9951
- HOMO-LUMO gap (spin up / spin down) (eV) = 5.56 / 6.54
- total charge = -1
- F_max (eV/Å) = 0.437

***

2.
Computed, not measured: a structure of composition C27H35N2O2SiTeW at a distorted geometry, with ωB97M-V with the def2-TZVPD basis set.

The geometry in XYZ format:
```
69
Properties=species:S:1:pos:R:3:lowdin_charge:R:1
W 0.497 0.555 -1.067 1.495
O 2.775 0.241 -0.966 -0.121
C 3.412 0.603 -2.000 -0.352
C 4.927 0.479 -1.937 -0.088
C 5.664 1.830 -1.734 -0.160
C 5.064 3.023 -2.530 -0.174
C 4.964 2.529 -3.971 -0.181
C 3.767 1.637 -4.152 -0.192
N 2.852 1.411 -3.019 0.080
H 5.455 -0.059 -2.793 0.150
H 5.132 -0.157 -1.045 0.135
H 6.702 1.758 -2.025 0.118
H 5.600 2.042 -0.666 0.113
H 5.769 3.831 -2.418 0.113
H 4.162 3.405 -2.103 0.101
H 5.844 1.927 -4.209 0.115
H 5.016 3.330 -4.720 0.123
H 4.277 0.693 -4.472 0.127
H 3.174 1.828 -5.041 0.129
H 2.006 0.995 -3.413 0.114
Te -2.737 -0.761 -0.857 1.299
C -3.616 -1.849 0.737 -0.541
C -3.858 -3.238 0.594 -0.137
C -4.290 -3.969 1.697 -0.081
C -4.631 -3.291 2.880 -0.067
C -4.577 -1.885 2.975 -0.065
C -4.061 -1.171 1.890 -0.141
C -4.682 -0.052 -1.609 -0.448
C -5.075 1.280 -1.278 -0.150
C -6.229 1.850 -1.786 -0.081
C -6.964 1.093 -2.705 -0.074
C -6.560 -0.193 -3.106 -0.080
C -5.447 -0.803 -2.534 -0.128
H -3.708 -3.727 -0.382 0.099
H -4.439 -5.022 1.639 0.097
H -4.948 -3.941 3.694 0.106
H -4.870 -1.353 3.853 0.098
H -3.877 -0.120 1.964 0.083
H -4.463 1.840 -0.595 0.079
H -6.489 2.894 -1.545 0.118
H -7.919 1.455 -3.036 0.100
H -7.185 -0.735 -3.820 0.111
H -5.068 -1.767 -2.873 0.097
C 2.197 2.485 1.257 -0.190
Si 1.269 1.163 2.420 0.534
C 0.140 2.219 3.635 -0.181
C 2.277 0.533 3.991 -0.184
N 0.787 0.011 1.220 -0.254
C 0.778 -1.310 1.531 -0.446
C 1.499 -2.299 0.793 -0.041
C 1.370 -3.720 1.016 -0.078
C 0.669 -4.163 2.114 -0.087
C 0.021 -3.226 2.951 -0.067
C -0.027 -1.875 2.614 -0.028
H 2.431 3.525 1.607 0.048
H 1.733 2.732 0.325 -0.037
H 3.148 2.000 0.982 0.005
H 0.451 1.805 4.624 0.015
H -0.951 2.261 3.560 0.020
H 0.522 3.214 3.531 0.005
H 2.569 1.504 4.442 0.034
H 3.153 -0.162 3.835 0.044
H 1.592 0.173 4.758 0.015
H 2.192 -1.949 -0.024 0.086
H 1.764 -4.434 0.318 0.096
H 0.614 -5.214 2.314 0.099
H -0.508 -3.519 3.811 0.090
H -0.625 -1.196 3.259 0.117
O -0.435 1.004 -2.403 -0.555
```

Properties
- multiplicity = 3
- expectation value of S² = 2.0752
- HOMO-LUMO gap (spin up / spin down) (eV) = 5.11 / 5.60
- total charge = +1
- relative energy (zero: lowest compared OMol25 entry of this formula, charge and spin) (eV) = 0.659
- F_max (eV/Å) = 4.439

***

3.
Computed, not measured: a structure of composition C27H35N3O7PS2V at a distorted geometry, with ωB97M-V with the def2-TZVPD basis set.

The geometry in XYZ format:
```
76
Properties=species:S:1:pos:R:3:lowdin_charge:R:1
V 1.035 -1.936 0.557 0.933
O -1.093 4.419 3.328 0.071
C -0.187 3.746 4.041 -0.497
O 0.422 4.251 4.940 0.133
C 0.049 2.324 3.631 -0.112
C 0.308 1.368 4.616 0.020
C 0.523 0.050 4.280 -0.002
C 0.494 -0.331 2.930 -0.239
C 0.288 0.646 1.950 -0.078
C 0.062 1.958 2.293 -0.140
N 0.651 -1.634 2.453 -0.004
C 0.549 -2.709 3.173 0.016
C 0.808 -3.946 2.496 -0.202
C 0.718 -5.214 3.071 0.035
C 0.947 -6.329 2.294 -0.004
C 1.272 -6.169 0.950 0.000
C 1.347 -4.889 0.439 -0.054
N 1.134 -3.807 1.187 -0.005
H -1.592 3.859 2.704 -0.134
H 0.320 1.681 5.652 0.133
H 0.714 -0.679 5.058 0.108
H 0.191 0.349 0.907 -0.023
H -0.131 2.689 1.520 0.030
H 0.239 -2.679 4.210 0.151
H 0.452 -5.297 4.117 0.134
H 0.865 -7.321 2.715 0.129
H 1.444 -7.025 0.314 0.125
H 1.579 -4.713 -0.605 0.137
O 3.092 -1.859 1.178 -0.135
C 4.212 -1.745 0.269 -0.183
C 4.556 -0.290 -0.005 -0.137
C 3.320 0.547 -0.376 -0.114
C 2.588 0.007 -1.573 -0.253
C 2.774 0.588 -2.820 0.015
C 2.110 0.080 -3.924 -0.014
C 1.264 -1.004 -3.753 -0.021
C 1.121 -1.532 -2.488 -0.109
N 1.770 -1.050 -1.415 0.046
H 3.357 -1.508 2.037 0.135
H 3.911 -2.254 -0.644 0.120
H 5.074 -2.271 0.682 0.135
H 5.294 -0.262 -0.809 0.132
H 5.016 0.153 0.882 0.127
H 3.644 1.564 -0.588 0.130
H 2.641 0.595 0.477 0.100
H 3.432 1.440 -2.916 0.128
H 2.243 0.527 -4.900 0.125
H 0.719 -1.430 -4.583 0.123
H 0.450 -2.366 -2.322 0.113
O -0.394 -2.219 0.013 -0.419
O -1.469 -2.690 -0.418 -0.017
C -0.328 3.844 -1.563 -0.069
C -1.566 3.504 -2.379 -0.432
C -1.255 2.577 -3.547 -0.063
O -2.669 2.975 -1.592 -0.296
P -2.667 1.960 -0.348 -0.010
S -2.224 2.833 1.394 0.525
S -1.479 0.366 -0.672 0.376
O -4.197 1.607 -0.250 -0.306
C -5.138 1.109 -1.243 -0.421
C -5.748 2.284 -1.985 -0.046
C -4.528 0.095 -2.193 -0.078
H 0.380 4.385 -2.196 0.085
H 0.147 2.934 -1.196 0.048
H -0.591 4.473 -0.715 0.075
H -1.986 4.429 -2.775 0.142
H -0.865 1.628 -3.186 0.027
H -0.512 3.048 -4.196 0.082
H -2.157 2.389 -4.131 0.081
H -5.898 0.628 -0.625 0.142
H -4.996 2.768 -2.607 0.073
H -6.147 3.016 -1.285 0.089
H -6.560 1.927 -2.621 0.085
H -3.761 0.569 -2.805 0.062
H -5.307 -0.292 -2.853 0.087
H -4.081 -0.736 -1.653 0.058
```

Properties
- multiplicity = 2
- expectation value of S² = 1.2418
- HOMO-LUMO gap (spin up / spin down) (eV) = 3.88 / 3.85
- total charge = +1
- F_max (eV/Å) = 7.375

***

4.
Computed, not measured: a cluster of 3 separate species, C27H35N6O8 in total at a distorted geometry, with ωB97M-V with the def2-TZVPD basis set.

The geometry in XYZ format:
```
76
Properties=species:S:1:pos:R:3:lowdin_charge:R:1
C 1.165 -5.103 2.507 0.062
C 2.038 -4.363 1.756 -0.047
C 1.557 -3.108 1.144 -0.521
O 0.702 -3.123 0.277 0.070
O 2.060 -1.945 1.574 0.018
C 1.064 -0.963 1.876 -0.152
C 0.759 -0.037 0.688 -0.154
C 0.994 1.443 0.999 -0.198
C 0.091 1.994 2.117 -0.189
C -1.130 2.778 1.598 -0.175
C -2.430 1.985 1.548 -0.162
N -2.677 1.253 2.787 0.102
C -3.434 0.171 2.843 -0.338
N -3.651 -0.541 3.961 0.176
C -4.425 -1.543 3.584 -0.064
N -4.722 -1.481 2.293 -0.030
C -5.560 -2.465 1.583 -0.064
C -5.802 -2.105 0.127 -0.138
O -4.620 -1.747 -0.591 -0.031
C -3.609 -2.672 -0.499 -0.521
C -2.247 -2.073 -0.596 0.038
O -3.822 -3.837 -0.384 0.155
N -4.094 -0.377 1.798 0.202
H 1.316 -5.288 3.567 0.068
H 0.273 -5.548 2.067 0.076
H 3.052 -4.712 1.562 0.111
H 0.140 -1.436 2.214 0.125
H 1.449 -0.363 2.698 0.127
H 1.400 -0.323 -0.144 0.125
H -0.283 -0.151 0.382 0.081
H 2.042 1.559 1.285 0.120
H 0.883 2.041 0.095 0.099
H -0.175 1.196 2.813 0.094
H 0.696 2.699 2.683 0.111
H -1.280 3.652 2.237 0.118
H -0.876 3.183 0.622 0.102
H -3.287 2.597 1.259 0.129
H -2.316 1.224 0.764 0.109
H -2.246 1.583 3.635 0.163
H -4.769 -2.318 4.249 0.159
H -6.533 -2.467 2.074 0.143
H -5.149 -3.463 1.706 0.133
H -6.246 -2.982 -0.347 0.142
H -6.547 -1.316 0.061 0.137
H -2.092 -1.324 0.180 0.055
H -1.481 -2.838 -0.561 0.080
H -2.175 -1.533 -1.543 0.113
H -4.165 -0.096 0.831 0.166
C 4.273 -3.380 -1.131 -0.064
C 5.479 -3.274 -1.811 -0.058
C 5.492 -3.212 -3.195 0.000
C 4.289 -3.252 -3.874 -0.145
C 3.080 -3.364 -3.215 0.005
C 3.073 -3.431 -1.831 -0.051
N 4.295 -3.160 -5.345 -0.354
O 5.370 -3.081 -5.899 0.085
O 3.220 -3.166 -5.911 0.077
H 4.271 -3.420 -0.049 0.093
H 6.411 -3.237 -1.263 0.110
H 6.425 -3.129 -3.731 0.121
H 2.154 -3.398 -3.769 0.119
H 2.141 -3.516 -1.292 0.080
C 1.026 7.781 -3.073 -0.061
C 2.183 7.026 -3.210 -0.055
C 2.494 6.055 -2.273 0.002
C 1.631 5.855 -1.211 -0.147
C 0.477 6.602 -1.053 -0.006
C 0.177 7.572 -1.994 -0.062
N 1.948 4.811 -0.227 -0.333
O 2.973 4.184 -0.373 0.095
O 1.158 4.625 0.685 0.051
H 0.785 8.536 -3.810 0.111
H 2.844 7.192 -4.050 0.113
H 3.393 5.465 -2.373 0.122
H -0.179 6.433 -0.213 0.116
H -0.721 8.164 -1.888 0.110
```

Properties
- multiplicity = 1
- HOMO-LUMO gap (eV) = 8.11
- total charge = +1
- relative energy (zero: lowest compared OMol25 entry of this formula, charge and spin) (eV) = 0.000
- F_max (eV/Å) = 3.428

***

5.
Computed, not measured: a structure of composition C27H35N9O4Sm at a distorted geometry, with ωB97M-V with the def2-TZVPD basis set.

The geometry in XYZ format:
```
76
Properties=species:S:1:pos:R:3:lowdin_charge:R:1
Sm 0.262 -1.084 0.048 1.659
C -0.872 0.753 4.601 -0.021
N -0.646 0.978 3.180 -0.111
C -1.371 2.112 2.607 0.004
C 0.250 0.272 2.483 -0.429
N 0.978 0.677 1.462 0.017
C 1.189 2.069 1.260 -0.220
C 1.693 2.803 2.299 -0.030
C 1.747 4.211 2.246 -0.060
C 1.239 4.855 1.162 -0.025
C 0.760 4.125 0.040 -0.152
C 0.237 4.837 -1.071 -0.028
C -0.206 4.169 -2.170 -0.054
C -0.047 2.772 -2.240 -0.021
C 0.510 2.053 -1.216 -0.235
N 0.829 0.683 -1.441 -0.019
C 1.528 0.370 -2.527 -0.384
N 1.368 -0.861 -3.091 -0.151
C 0.123 -1.602 -3.031 -0.070
C 2.503 -1.609 -3.620 -0.039
N 2.448 1.194 -3.081 -0.132
C 2.667 1.258 -4.515 -0.033
C 3.157 2.191 -2.291 -0.006
C 0.817 2.709 0.027 -0.060
N 0.361 -1.130 2.684 -0.231
C 1.665 -1.613 3.184 -0.048
C -0.787 -1.866 3.226 -0.048
H -0.759 1.705 5.121 0.105
H -0.137 0.064 5.007 0.088
H -1.877 0.371 4.790 0.102
H -0.931 3.063 2.909 0.098
H -2.397 2.052 2.970 0.109
H -1.392 2.027 1.524 0.090
H 2.000 2.288 3.201 0.124
H 2.147 4.770 3.081 0.112
H 1.208 5.936 1.122 0.118
H 0.186 5.916 -1.014 0.118
H -0.639 4.704 -3.004 0.112
H -0.315 2.253 -3.152 0.125
H -0.672 -0.997 -2.596 0.079
H 0.246 -2.537 -2.464 0.071
H -0.211 -1.890 -4.032 0.109
H 3.418 -1.045 -3.473 0.095
H 2.377 -1.821 -4.683 0.099
H 2.588 -2.550 -3.075 0.083
H 1.959 0.618 -5.033 0.094
H 3.682 0.957 -4.780 0.097
H 2.513 2.287 -4.848 0.101
H 3.155 1.902 -1.244 0.100
H 2.715 3.184 -2.393 0.099
H 4.190 2.220 -2.641 0.102
H 2.468 -1.086 2.676 0.091
H 1.750 -2.676 2.969 0.072
H 1.729 -1.451 4.264 0.097
H -1.715 -1.398 2.901 0.099
H -0.766 -1.919 4.316 0.093
H -0.739 -2.884 2.834 0.095
C -1.020 -5.235 -0.333 0.009
C -1.965 -4.098 -0.208 -0.328
N -1.667 -2.810 -0.089 0.058
C -2.875 -2.140 -0.012 -0.142
C -3.903 -3.031 -0.079 -0.061
N -3.304 -4.256 -0.209 0.196
C -5.391 -2.980 -0.052 -0.474
O -5.952 -1.802 0.140 0.153
O -6.003 -4.006 -0.195 0.127
C -2.915 -0.670 0.185 -0.545
O -3.966 -0.082 0.402 0.089
O -1.743 -0.114 0.151 -0.192
H 0.003 -4.880 -0.228 0.031
H -1.133 -5.723 -1.301 0.095
H -1.204 -5.979 0.442 0.095
H -3.833 -5.113 -0.298 0.183
H -5.258 -1.098 0.255 0.070
N 2.246 -2.290 -0.353 -0.148
C 1.702 -3.086 0.313 -0.266
```

Properties
- multiplicity = 6
- expectation value of S² = 8.7573
- HOMO-LUMO gap (spin up / spin down) (eV) = 7.76 / 8.17
- total charge = +1
- relative energy (zero: lowest compared OMol25 entry of this formula, charge and spin) (eV) = 0.000
- F_max (eV/Å) = 1.068

***

6.
Computed, not measured: a cluster of 8 separate species, C27H36B5F20N5O in total at a distorted geometry, with ωB97M-V with the def2-TZVPD basis set.

The geometry in XYZ format:
```
94
Properties=species:S:1:pos:R:3:lowdin_charge:R:1
C 2.158 3.508 -1.145 0.052
C 1.919 2.202 -0.415 -0.334
O 0.930 1.488 -0.585 0.042
N 2.918 1.916 0.684 0.150
H 3.181 0.981 0.407 0.089
H 3.799 2.407 0.627 0.109
C 2.229 1.921 2.096 0.086
H 1.846 4.364 -0.546 0.095
H 1.533 3.548 -2.037 0.076
H 3.165 3.582 -1.554 0.105
H 1.506 1.105 2.092 0.081
H 1.770 2.877 2.344 0.088
H 3.001 1.582 2.787 0.109
C 2.129 0.460 -3.679 0.066
N 1.694 -0.911 -3.362 -0.042
C 0.492 -1.007 -2.753 0.021
C 0.041 -2.275 -2.477 0.029
C 0.843 -3.417 -2.718 -0.105
C 2.112 -3.255 -3.317 0.072
C 2.509 -1.944 -3.578 0.044
C 0.456 -4.811 -2.236 -0.097
C -0.076 -4.942 -0.955 0.065
C -0.529 -6.222 -0.555 0.031
N -0.417 -7.326 -1.354 -0.073
C 0.080 -7.199 -2.636 0.018
C 0.509 -5.957 -3.064 0.045
C -1.084 -8.642 -0.968 0.043
H 2.911 0.500 -4.437 0.124
H 2.526 0.894 -2.761 0.110
H 1.277 0.995 -4.099 0.116
H -0.107 -0.127 -2.570 0.149
H -0.963 -2.339 -2.084 0.117
H 2.823 -4.042 -3.520 0.137
H 3.472 -1.739 -4.020 0.165
H -0.296 -4.044 -0.397 0.134
H -0.958 -6.408 0.419 0.142
H 0.109 -8.077 -3.263 0.145
H 0.731 -5.978 -4.121 0.137
H -2.139 -8.474 -1.186 0.109
H -0.717 -9.030 -0.017 0.111
H -0.824 -9.449 -1.652 0.096
C -5.472 -4.198 2.754 0.041
N -4.832 -2.874 2.362 -0.075
C -4.401 -2.669 1.072 0.006
C -3.978 -1.414 0.621 0.063
C -3.958 -0.392 1.579 -0.113
C -4.280 -0.652 2.908 0.054
C -4.778 -1.868 3.303 0.045
C -3.620 1.006 1.327 -0.180
C -2.483 1.334 0.607 0.078
C -2.098 2.679 0.477 0.021
N -2.805 3.662 0.920 -0.050
C -4.015 3.415 1.501 0.068
C -4.409 2.064 1.692 0.042
C -2.458 5.072 0.691 0.058
H -5.633 -4.766 1.838 0.090
H -6.376 -4.066 3.349 0.108
H -4.694 -4.732 3.300 0.104
H -4.497 -3.494 0.382 0.129
H -3.543 -1.083 -0.311 0.127
H -4.313 0.139 3.642 0.137
H -5.186 -2.005 4.294 0.155
H -1.805 0.584 0.227 0.126
H -1.163 2.954 0.012 0.145
H -4.631 4.232 1.846 0.149
H -5.328 1.932 2.245 0.130
H -1.871 5.113 -0.226 0.122
H -1.903 5.446 1.551 0.119
H -3.360 5.677 0.599 0.105
B 5.686 3.166 1.858 -1.430
F 5.957 1.812 1.927 0.124
F 4.860 3.578 2.880 0.141
F 6.876 3.812 2.029 0.137
F 5.156 3.458 0.641 0.158
B 2.562 4.575 -4.513 -1.538
F 1.485 3.787 -4.443 0.151
F 3.021 4.860 -5.786 0.113
F 2.224 5.739 -3.873 0.128
F 3.574 4.031 -3.860 0.179
B 3.855 -0.904 -0.067 -1.435
F 4.108 -0.712 1.276 0.158
F 4.451 0.056 -0.859 0.155
F 4.450 -2.086 -0.324 0.151
F 2.486 -1.029 -0.320 0.108
B 1.286 5.663 1.952 -1.303
F 2.372 5.942 1.131 0.128
F 0.480 6.756 2.180 0.120
F 0.471 4.639 1.389 0.055
F 1.795 5.204 3.179 0.104
B -1.154 1.917 4.329 -1.414
F 0.063 1.277 4.244 0.144
F -1.313 2.382 5.602 0.143
F -1.214 3.071 3.485 0.077
F -2.203 1.198 3.984 0.185
```

Properties
- multiplicity = 1
- HOMO-LUMO gap (eV) = 3.59
- total charge = 0
- F_max (eV/Å) = 5.077